# C5H10O2

A single C5H10O2 molecule (ωB97M-V/def2-TZVPD, OMol25).

Positions of all 17 atoms, in Å:
O (-1.555, -0.034, -1.212)
O (2.410, 0.223, 0.738)
C (1.579, -0.502, -0.147)
C (-0.857, -1.093, -0.587)
C (-0.362, 1.011, 0.495)
C (0.156, -0.440, 0.383)
C (-1.722, 0.942, -0.200)
H (3.299, 0.247, 0.365)
H (1.599, -0.068, -1.162)
H (-2.508, 0.625, 0.506)
H (0.307, 1.689, -0.046)
H (-0.390, -1.696, -1.373)
H (-1.559, -1.735, -0.032)
H (0.132, -0.939, 1.358)
H (-0.424, 1.363, 1.528)
H (1.904, -1.554, -0.225)
H (-2.034, 1.875, -0.674)

Cartesian forces (eV/Å) of the 6 atoms listed first:
-0.06 -0.02 -0.05
0.33 0.05 -0.04
-0.32 -0.23 -0.28
0.16 -0.25 0.09
0.00 0.05 0.02
0.02 -0.03 0.01

Properties
DFT total energy: -346.9705 Ha
LUMO level: 0.9 eV
HOMO: -9.8 eV
SMILES: OC[C@H]1CCOC1
Relative energy (zero: lowest compared OMol25 entry of this formula, charge and spin): 144.22 kJ/mol